[1]
Formula: C33H35BBrF4N5O4SiV
Source: the OMol25 dataset
Level of theory: ωB97M-V with the def2-TZVPD basis set

Geometry as ORCA input:
```
! wB97M-V def2-TZVPD RIJCOSX def2/J DEFGRID3
* xyz 0 2
V 0.42436 -0.30319 -0.43728
Br 6.66501 3.82785 -1.91090
C 5.15960 2.70290 -1.66862
C 5.24159 1.36004 -2.01654
C 4.14794 0.53569 -1.84296
C 2.96656 1.05523 -1.31510
O 1.90699 0.26753 -1.20044
C 2.88003 2.41024 -0.97567
C 1.66349 2.98080 -0.44208
N 0.56097 2.34271 -0.41120
C -0.60309 2.91358 0.10611
C -0.74417 4.16591 0.65383
C -1.99991 4.63205 1.08147
C -3.11498 3.85716 0.94153
C -3.00965 2.55909 0.39510
C -4.12823 1.71953 0.20947
C -3.94707 0.47664 -0.31903
C -2.64252 0.04954 -0.61313
N -1.57481 0.80140 -0.45862
C -1.74242 2.06955 0.00792
C 3.99827 3.22768 -1.15129
H 6.16359 0.96353 -2.41867
H 4.18986 -0.51508 -2.08612
H 1.76010 4.00590 -0.07624
H 0.11179 4.81855 0.75627
H -2.07508 5.62228 1.51061
H -4.08897 4.21891 1.24599
H -5.11121 2.07889 0.48858
H -4.77103 -0.20161 -0.48760
H -2.46936 -0.96051 -0.95482
H 3.94889 4.27407 -0.87769
F 2.67417 -3.66170 0.85897
B 2.78339 -2.31102 0.77624
F 2.84681 -1.65655 1.96825
F 3.64809 -1.85784 -0.17091
F 1.31406 -1.89104 0.19865
C 0.37371 -2.98922 3.57010
C -0.79237 -2.06412 3.89275
C -0.52617 -0.58926 3.55241
C -1.79394 0.24626 3.87379
C -1.62779 1.75416 3.72843
C 0.60839 -0.04911 4.41116
O 0.65067 -0.22353 5.60664
N 1.55330 0.71204 3.76461
C 1.65185 0.96502 2.39378
O 2.54006 1.67285 1.97569
N 0.69677 0.38376 1.60045
C -0.23017 -0.42296 2.08826
O -0.90393 -1.01953 1.21107
H 0.14239 -4.01058 3.87250
H 1.28088 -2.68559 4.09449
H 0.59249 -3.00304 2.50332
H -1.02711 -2.10538 4.95704
H -1.68510 -2.37156 3.34425
H -2.07365 0.00046 4.89953
H -2.58896 -0.11981 3.21926
H -0.89731 2.14380 4.43951
H -2.57483 2.25845 3.92262
H -1.30317 2.03604 2.72475
H 2.30232 1.08696 4.32972
C 1.55627 -3.51398 -2.46638
Si -0.16934 -3.10419 -1.87403
C -0.59528 -3.85077 -0.20358
C -1.35193 -3.99680 -3.04007
N -0.31887 -1.30004 -1.86062
C -0.80268 -0.57808 -2.97472
C -0.23165 0.64193 -3.36938
C -0.73241 1.35883 -4.44498
C -1.81963 0.89570 -5.16822
C -2.41049 -0.29796 -4.78210
C -1.91756 -1.01497 -3.70506
H 1.76838 -4.56968 -2.28166
H 2.32479 -2.92282 -1.97102
H 1.63554 -3.34064 -3.54274
H 0.27191 -4.38020 0.19477
H -1.40433 -4.57398 -0.33268
H -0.91047 -3.12624 0.54252
H -1.21192 -5.05461 -2.79312
H -1.12902 -3.87644 -4.10080
H -2.40656 -3.78154 -2.86575
H 0.61487 1.04985 -2.84408
H -0.25384 2.29149 -4.71650
H -2.20376 1.45495 -6.01077
H -3.27283 -0.67784 -5.31562
H -2.43060 -1.91679 -3.41359
*
```

Energy above the lowest of the compared OMol25 structures with the same formula, charge and spin (eV): 0.350
LUMO energy (alpha / beta) (eV): -1.63 / -1.20
<S²>: 0.813
E_HOMO (alpha / beta) (eV): -8.13 / -8.37


[2]
Formula: C33H35BiO2Si
Source: the OMol25 dataset
Level of theory: ωB97M-V with the def2-TZVPD basis set

Geometry as ORCA input:
```
! wB97M-V def2-TZVPD RIJCOSX def2/J DEFGRID3
* xyz -2 1
Bi -0.22405 -0.27514 -1.25225
C 0.93920 -2.42424 0.09752
C -0.50578 -2.43650 0.10993
C -0.95741 -2.79526 -1.19915
H -1.17320 -2.18799 0.92801
C 0.20385 -3.06832 -1.99238
C 1.35935 -2.82977 -1.19915
H 2.39606 -2.93104 -1.51381
H 1.57726 -2.12328 0.92703
H -2.01562 -2.84152 -1.46778
H 0.18398 -3.41428 -3.02621
C 1.91776 1.40184 -0.88643
C 2.68696 0.23326 -1.20907
C 2.52047 -0.02330 -2.59855
H 3.29659 -0.33056 -0.50694
C 1.62152 0.93778 -3.12524
C 1.20050 1.80526 -2.05666
H 0.48786 2.63278 -2.10660
H 1.84710 1.89229 0.07525
H 2.97273 -0.83087 -3.17078
H 1.33238 1.04344 -4.17296
O -1.09892 -0.65496 -3.24297
C -0.61306 -0.22659 -6.02753
C -1.85030 0.00865 -5.30906
C -0.08467 -1.58005 -6.22875
C 0.07085 0.90778 -6.65183
C -1.68544 0.49484 -3.84044
H -2.34241 -0.97524 -5.23805
H -2.43407 0.77052 -5.85094
H -1.05620 1.40972 -3.80747
H -2.67070 0.71086 -3.38297
H -0.56376 -2.03804 -7.11896
H -0.27533 -2.22947 -5.35787
H 1.00333 -1.57119 -6.42957
H -0.35233 1.09659 -7.65779
H 1.14735 0.71627 -6.78986
H -0.05565 1.83307 -6.06445
O -0.50557 0.61319 0.74685
Si -0.21322 0.54547 2.31345
C 0.09617 -1.10726 3.10697
C 1.37550 -1.44655 3.55417
C 1.55828 -2.63778 4.28481
C 0.47335 -3.48645 4.54120
C -0.80196 -3.15219 4.07075
C -0.98308 -1.95837 3.35672
C 1.14233 1.71272 2.70197
C 2.49169 1.45950 2.42030
C 3.46957 2.36131 2.86253
C 3.08870 3.51638 3.55471
C 1.73176 3.78690 3.78558
C 0.74850 2.89603 3.32164
C -1.90395 1.05830 2.79457
C -2.03344 1.15320 4.17078
C -3.28399 1.49109 4.69252
C -4.35992 1.70815 3.82262
C -4.20942 1.58755 2.42634
C -2.95536 1.25283 1.89707
H 2.19241 -0.74934 3.36329
H 2.55374 -2.86688 4.64754
H 0.61658 -4.41254 5.10407
H -1.66665 -3.78741 4.23636
H -1.97461 -1.68570 2.97808
H 2.77867 0.56284 1.85248
H 4.51070 2.13139 2.65586
H 3.84645 4.20904 3.91394
H 1.41245 4.66641 4.32543
H -0.32209 3.07562 3.47226
H -1.15590 0.95340 4.79576
H -3.36204 1.57658 5.77122
H -5.32486 1.97616 4.23556
H -5.04159 1.75143 1.75257
H -2.79541 1.13764 0.81477
*
```

LUMO energy (alpha / beta) (eV): 4.16 / 4.16
E_HOMO (alpha / beta) (eV): 2.06 / 2.06


[3]
Formula: C33H35F5N4P2Pt
Source: the OMol25 dataset
Level of theory: ωB97M-V with the def2-TZVPD basis set

Geometry as ORCA input:
```
! wB97M-V def2-TZVPD RIJCOSX def2/J DEFGRID3
* xyz 2 5
Pt -0.05717 -0.18206 -0.26763
C -1.19404 1.79047 -0.70870
C -1.54177 0.77735 -1.63181
C -1.08699 0.69924 -3.07051
C 0.23644 -0.08249 -3.27386
C 1.18304 -0.04020 -2.09943
C 1.50989 1.11224 -1.35374
C 1.07203 2.51087 -1.67133
C -0.23515 2.91818 -0.92516
C 1.37444 -1.25539 0.68727
H -1.92640 1.95330 0.08919
H -2.51288 0.29960 -1.44474
H -1.03854 1.70366 -3.50961
H -1.86883 0.14836 -3.61229
H -0.03524 -1.13774 -3.42194
H 0.73359 0.23286 -4.20060
H 1.92910 -0.83770 -2.08573
H 2.37672 1.03867 -0.68904
H 0.95862 2.64215 -2.75813
H 1.86596 3.19976 -1.33775
H 0.06531 3.28739 0.06538
H -0.73183 3.76059 -1.43257
H 1.29589 -0.99546 1.74327
H 2.35434 -0.99144 0.29772
H 1.21230 -2.33338 0.58843
P 1.29205 -1.17366 -8.19246
P -1.72820 -0.64503 -7.82729
N 2.73457 -0.19334 -8.23739
N 2.07214 -2.40119 -9.32549
N -2.03680 1.07993 -7.72368
N -3.39136 -1.01903 -8.35915
C 0.43474 -0.28819 -9.57273
C -1.06796 -0.57978 -9.55944
C 3.17164 0.50441 -7.10144
C 4.20437 1.34876 -7.47396
C 4.40089 1.20197 -8.88916
C 3.47170 0.27591 -9.33285
C 2.21460 -3.72343 -8.90209
C 2.64819 -4.49674 -9.97788
C 2.77436 -3.63018 -11.11606
C 2.42596 -2.35119 -10.67765
C -1.83602 1.73654 -6.50447
C -1.94196 3.10047 -6.71708
C -2.19269 3.30844 -8.11105
C -2.24801 2.05828 -8.70195
C -4.25532 -0.31436 -9.20772
C -5.34876 -1.11962 -9.51719
C -5.12050 -2.39527 -8.88704
C -3.90553 -2.31988 -8.21953
H 0.83896 -0.58789 -10.54847
H 0.61840 0.79052 -9.48236
H -1.58948 0.14130 -10.20313
H -1.25814 -1.56457 -10.00744
H 2.70042 0.29507 -6.15250
H 4.76387 2.00401 -6.81200
H 5.13518 1.70505 -9.50940
H 3.29346 -0.08546 -10.33347
H 2.00141 -3.97597 -7.87887
H 2.85266 -5.56171 -9.95600
H 3.06749 -3.89180 -12.11896
H 2.43028 -1.43604 -11.25186
H -1.66152 1.14438 -5.61827
H -1.85706 3.87314 -5.94902
H -2.32065 4.25524 -8.62506
H -2.46069 1.80849 -9.73900
H -4.03788 0.69025 -9.52144
H -6.19681 -0.82795 -10.11904
H -5.77102 -3.25875 -8.93468
H -3.34617 -3.04699 -7.65778
F -2.55152 -2.02638 0.72570
C -2.22032 -1.13325 1.69896
C -1.19982 -0.20966 1.47238
C -0.95940 0.70863 2.50540
F 0.00381 1.66424 2.37124
C -1.66894 0.71552 3.70874
F -1.39091 1.63413 4.66091
C -2.67299 -0.23413 3.90232
F -3.37411 -0.23808 5.05183
C -2.95422 -1.16165 2.89624
F -3.93901 -2.06972 3.08035
*
```

Energy above the lowest of the compared OMol25 structures with the same formula, charge and spin (eV): 0.014
LUMO energy (alpha / beta) (eV): -4.94 / -9.61
<S²>: 6.059
E_HOMO (alpha / beta) (eV): -10.70 / -11.85


The records above yield E values of -165596.34247 -52596.88911 -76135.31958 eV, respectively.